Density functional theory data (wB97M-V/def2-TZVPD) for a structure of composition C37H46BBr2Cl4FILiN2NaO17P2V at a distorted geometry.

Element x y z (Å)
C 1.30 -1.19 3.12
C 2.32 -1.14 1.88
O 1.98 -0.47 0.87
O 3.58 -1.85 1.78
C 3.44 -3.27 2.08
C 2.76 -4.11 0.86
C 2.26 -5.50 1.49
C 1.24 -6.34 0.58
C 0.45 -5.48 -0.51
C -0.85 -4.69 0.09
N -1.29 -5.17 1.34
N -2.37 -4.59 1.85
C -2.91 -5.05 3.18
B -2.62 -3.78 4.20
O -3.50 -2.60 4.20
O -1.48 -3.77 5.09
C -3.03 -3.55 1.14
C -2.66 -2.88 -0.20
C -3.46 -1.70 -0.91
C -2.91 -0.25 -0.44
O -1.71 -0.09 -0.15
I -4.33 1.43 -0.34
C -1.36 -3.56 -0.83
P -0.62 -3.01 -2.46
O 0.46 -1.93 -2.11
H 1.85 -1.30 4.11
H 0.68 -0.23 3.06
H 0.55 -2.05 2.95
H 2.82 -3.48 3.03
H 4.47 -3.76 2.29
H 1.93 -3.44 0.45
H 3.54 -4.29 0.02
H 1.84 -5.39 2.57
H 3.21 -6.16 1.62
H 1.88 -7.10 -0.01
H 0.58 -6.96 1.28
H -0.01 -6.25 -1.25
H 1.10 -4.79 -1.15
H -4.04 -5.30 3.11
H -2.28 -5.92 3.56
H -3.18 -2.00 3.49
H -1.03 -2.89 4.96
H -3.98 -3.14 1.65
H -3.31 -1.83 -2.04
H -4.58 -1.82 -0.67
H 0.11 -4.08 -3.12
H -1.56 -2.37 -3.33
C -1.32 1.73 5.16
Cl -2.88 2.18 5.88
Cl -1.07 -0.02 5.35
Cl -1.33 2.14 3.43
Cl -0.02 2.61 5.98
O 3.47 -1.43 -1.91
P 3.82 -2.84 -2.44
O 4.01 -2.78 -3.97
O 2.70 -3.81 -2.10
O 5.12 -3.31 -1.80
Na 4.74 -1.11 3.11
O -3.40 2.32 10.07
V -2.07 1.55 9.28
C 0.35 5.00 -1.43
C -0.88 4.24 -1.04
O -1.95 4.81 -0.86
C -0.76 2.75 -0.86
H 0.11 6.06 -1.52
H 1.13 4.88 -0.67
H 0.71 4.64 -2.40
H -0.03 2.53 -0.08
H -0.45 2.29 -1.81
H -1.73 2.34 -0.58
C -2.04 1.26 -5.03
C -2.94 1.56 -4.01
C -4.29 1.70 -4.30
C -4.75 1.55 -5.61
C -3.84 1.28 -6.64
C -2.48 1.12 -6.34
C -4.30 1.17 -8.04
O -3.51 0.92 -8.93
C -5.74 1.36 -8.34
C -6.18 1.32 -9.66
C -7.53 1.49 -9.95
C -8.44 1.70 -8.92
C -8.01 1.75 -7.60
C -6.65 1.59 -7.31
C -6.19 1.68 -5.91
O -6.99 1.87 -5.00
H -0.98 1.15 -4.80
H -2.59 1.69 -2.99
H -5.00 1.93 -3.50
H -1.77 0.90 -7.13
H -5.47 1.15 -10.47
H -7.87 1.46 -10.98
H -9.50 1.82 -9.15
H -8.72 1.92 -6.80
Br 4.13 4.38 7.04
C 4.12 5.25 5.30
C 3.16 4.57 4.36
Br 3.90 2.90 3.67
H 5.15 5.26 4.94
H 3.80 6.27 5.50
H 2.98 5.19 3.48
H 2.20 4.32 4.82
F -4.07 -6.90 2.04
C 11.64 5.26 4.35
O 10.73 4.48 3.57
C 9.46 4.53 4.00
O 9.06 5.16 4.95
O 8.71 3.76 3.19
C 7.33 3.73 3.53
H 12.64 5.14 3.91
H 11.37 6.32 4.32
H 11.68 4.90 5.38
H 6.89 4.72 3.47
H 7.20 3.30 4.53
H 6.83 3.08 2.81
Li -6.67 1.34 1.13

- frontier orbital gap (spin up / spin down) (Eh) = 0.1470 / 0.1556
- net charge = +1
- total energy (eV) = -327437.2224
- <S²> = 0.79
- spin multiplicity = 2
- maximum force (eV/Å) = 6.230



Density functional theory data (wB97M-V/def2-TZVPD) for a structure of composition C37H46BiF3N4O2P2S4 at a distorted geometry.

Element x y z (Å)
Bi -6.72 16.75 7.18
O -6.61 14.39 8.64
S -6.70 12.98 9.13
C -7.57 12.17 7.82
C -9.05 12.56 7.64
C -9.69 12.32 6.31
C -9.32 13.37 5.26
S -9.96 15.06 5.56
O -9.28 15.56 6.82
C -11.66 14.71 6.00
C -12.63 14.56 4.97
C -13.91 14.24 5.35
C -14.26 14.05 6.69
C -13.33 14.24 7.67
C -12.02 14.54 7.31
C -8.00 13.03 10.36
C -8.23 11.89 11.15
C -9.22 11.98 12.11
C -10.00 13.15 12.23
C -9.71 14.28 11.47
C -8.71 14.20 10.50
H -7.59 11.13 7.98
H -6.93 12.47 6.98
H -9.15 13.67 7.94
H -9.63 12.02 8.41
H -10.82 12.34 6.47
H -9.40 11.34 5.93
H -9.74 13.02 4.29
H -8.23 13.40 5.13
H -12.33 14.75 3.95
H -14.68 14.09 4.59
H -15.23 13.65 6.94
H -13.60 14.06 8.74
H -11.22 14.65 8.05
H -7.62 11.00 11.05
H -9.43 11.11 12.75
H -10.80 13.12 13.00
H -10.31 15.16 11.56
H -8.56 15.01 9.77
C -6.78 17.43 11.44
P -5.71 17.22 9.92
C -4.41 16.01 10.26
C -4.92 18.89 9.87
C -4.15 18.98 8.50
P -5.29 19.01 7.13
C -4.21 19.23 5.72
C -6.31 20.48 7.25
H -6.26 17.89 12.29
H -7.17 16.44 11.69
H -7.62 18.03 11.16
H -3.62 16.53 10.85
H -4.12 15.61 9.35
H -4.83 15.25 10.87
H -4.28 19.12 10.73
H -5.74 19.62 9.88
H -3.47 18.09 8.38
H -3.56 19.89 8.51
H -3.55 20.06 5.89
H -4.85 19.37 4.84
H -3.63 18.33 5.59
H -5.72 21.35 7.58
H -7.08 20.35 8.01
H -6.82 20.68 6.31
C -2.51 13.31 7.83
N -3.59 13.24 6.84
C -4.11 12.05 6.32
C -4.85 12.37 5.23
N -4.75 13.76 5.08
C -4.00 14.28 6.08
S -3.57 15.90 6.25
C -5.30 14.47 3.97
C -4.48 14.75 2.89
C -5.17 15.31 1.78
C -6.50 15.62 1.89
C -7.21 15.24 3.05
N -6.58 14.68 4.08
H -2.76 14.05 8.59
H -1.62 13.66 7.30
H -2.38 12.33 8.23
H -3.95 11.13 6.87
H -5.46 11.76 4.55
H -3.39 14.50 2.90
H -4.70 15.49 0.84
H -7.01 16.05 1.07
H -8.28 15.40 3.14
F -8.95 21.23 4.87
C -10.12 20.58 5.10
F -10.46 19.92 3.96
F -11.04 21.53 5.36
C -9.90 19.68 6.34
C -10.68 19.96 7.44
C -10.39 19.38 8.68
C -9.31 18.51 8.73
N -8.54 18.22 7.62
C -8.86 18.71 6.41
S -7.93 18.11 5.06
H -11.44 20.71 7.39
H -11.00 19.55 9.55
H -8.99 18.14 9.66

- frontier orbital gap (Eh) = 0.2856
- net charge = +2
- total energy (eV) = -125070.0522
- ΔE to the lowest compared entry with this formula, charge and spin (kJ/mol) = 29.5
- maximum force (eV/Å) = 3.097